No. 1
Density functional theory data (ωB97M-V with the def2-TZVPD basis set) for a structure of composition C24H44BrN7P2SY at a distorted geometry.

Element x y z (Å)
Y (0.7811, 0.2989, 0.3345)
Br (-1.1378, -4.4157, -5.4771)
S (-2.2691, 0.9589, -1.3590)
P (-1.7079, -1.3834, 1.0325)
P (1.6274, -2.3830, 1.4024)
N (0.1122, 1.0229, 2.8150)
N (-4.1822, 0.3522, -3.0646)
N (2.8945, 0.7498, 1.9862)
N (-0.3134, 2.5853, 0.4171)
N (-4.8092, 1.5809, -1.2148)
N (2.5003, 2.1560, -0.6719)
N (1.4085, 0.0405, -2.1870)
C (-6.2086, 1.6965, -1.5839)
C (0.8618, -0.9622, -2.9938)
C (2.5229, 1.5207, 3.1923)
C (-0.5531, -2.9270, -3.0982)
C (-2.7928, -0.8717, 2.4280)
C (0.0254, -1.9044, -2.3796)
C (1.2321, 0.9543, 3.7760)
C (4.3112, 3.8852, -1.9422)
C (1.8779, -3.7858, 0.2527)
C (2.2657, 0.8686, -2.6881)
C (-0.2058, 3.2585, 1.7229)
C (1.0808, -1.0865, -4.3781)
C (3.0399, 3.1988, -0.0430)
C (-3.0127, -1.9876, -0.1023)
C (2.8493, 1.9716, -1.9612)
C (0.1980, -2.9656, 2.4264)
C (3.9454, 4.0794, -0.6172)
C (-0.3191, -3.0345, -4.4709)
C (-1.1028, -3.0363, 1.6336)
C (3.7417, 2.8231, -2.6249)
C (2.9962, -2.7231, 2.5778)
C (-3.8677, 0.9791, -1.9323)
C (-0.6242, 2.3060, 2.8428)
C (0.5050, -2.1054, -5.1015)
H (-0.5504, 0.3162, 3.1277)
H (-0.9757, -3.6831, 0.7606)
H (5.0158, 4.5428, -2.4252)
H (0.8281, 3.5737, 1.8655)
H (0.6891, -2.1861, -6.1614)
H (-3.7425, -1.1949, -0.2548)
H (2.7373, 3.3473, 0.9837)
H (2.6038, 0.7865, -3.7174)
H (-0.4857, 2.8112, 3.8047)
H (-6.3299, 2.2550, -2.5124)
H (2.3795, 2.5712, 2.9272)
H (-2.2684, -0.8557, 3.3807)
H (-5.1029, 0.4347, -3.4688)
H (1.9352, -4.7166, 0.8217)
H (1.6918, -0.3859, -4.9226)
H (3.2810, -0.1396, 2.3081)
H (-1.8926, -3.4811, 2.2474)
H (-0.8396, 4.1503, 1.7772)
H (2.8233, -3.6378, -0.2716)
H (-1.3090, 2.4468, 0.2006)
H (0.0155, 3.2262, -0.3076)
H (1.0869, -3.8577, -0.4896)
H (2.9608, -3.7819, 2.8440)
H (3.6733, 1.2239, 1.5281)
H (-3.6171, -1.5793, 2.5087)
H (-6.6653, 0.7127, -1.6932)
H (-0.1670, -1.8036, -1.3085)
H (-1.6885, 2.0902, 2.7279)
H (2.9100, -2.1397, 3.4925)
H (-3.1973, 0.1181, 2.2205)
H (-6.7297, 2.2308, -0.7957)
H (4.3514, 4.8968, -0.0407)
H (-2.6013, -2.2725, -1.0677)
H (3.9553, -2.5231, 2.1006)
H (-3.4564, -0.0603, -3.6278)
H (0.0897, -2.2955, 3.2855)
H (3.3034, 1.4871, 3.9603)
H (1.3965, -0.0992, 4.0271)
H (3.9873, 2.6560, -3.6615)
H (0.9901, 1.4941, 4.6998)
H (-1.1885, -3.6578, -2.6193)
H (-3.5059, -2.8453, 0.3577)
H (-4.5110, 2.0668, -0.3828)
H (0.4488, -3.9567, 2.8222)

Forces on atoms 1 to 3 (eV/Å):
Y 0.5 1.2 0.1
Br 0.2 0.4 0.3
S 0.6 0.3 0.1

As for the charge: +3. For the orbital gap, the calculation gives 6.69 eV. The relative energy (zero: lowest compared OMol25 entry of this formula, charge and spin) comes out at 153.0 kJ/mol.

No. 2
Density functional theory data (ωB97M-V with the def2-TZVPD basis set) for a cluster of 8 separate species, C24H44Cl6O15 in total at a distorted geometry.

Element x y z (Å)
Cl (-1.3067, -0.8362, -1.9447)
Cl (0.9677, 4.3149, -3.1118)
Cl (-0.0787, 3.4277, -6.2186)
Cl (-0.1409, 5.3348, -0.3414)
Cl (-2.8376, 1.3886, -7.0709)
Cl (1.3181, 0.7216, -2.1237)
O (-3.3704, -2.2057, 6.4522)
O (1.1873, 2.5562, 1.9384)
O (0.2525, -4.7363, 0.6573)
O (-3.1009, 4.0389, -2.3417)
O (5.4838, -2.9718, -3.8319)
O (-0.3283, 3.7055, 3.1010)
O (7.2794, -2.7589, -5.2612)
O (-1.8597, -4.5018, 1.6673)
O (-3.0396, 2.6451, -0.5729)
O (-0.2622, -5.9408, 2.4269)
O (0.3833, 1.6886, 3.9638)
O (-3.9781, 4.8619, -0.4377)
O (-1.4067, -2.8495, 5.4961)
O (6.7890, -1.0977, -3.8068)
O (-3.2403, -2.0698, 4.2979)
C (0.1265, -3.9585, -0.5008)
C (8.3097, -1.9803, -5.8478)
C (-0.6835, -7.7351, 4.0609)
C (2.1936, 4.6997, -1.8464)
C (-0.0722, 1.5211, -1.3012)
C (-0.6879, -4.9579, 1.5933)
C (-0.8337, 3.6236, 4.3605)
C (1.5363, 5.6715, -0.8355)
C (-2.0758, 1.5712, -5.5105)
C (-3.4174, 5.4193, -2.6475)
C (6.5714, -2.2158, -4.2713)
C (-2.6193, -1.8416, 3.0503)
C (-2.8657, -2.2815, 7.8235)
C (-2.9314, -0.4363, 2.5657)
C (-0.7125, 0.2341, -0.6386)
C (0.4894, 2.6715, 2.9439)
C (-3.3958, 3.7352, -1.0410)
C (-0.5042, 1.8060, -5.6117)
C (-0.8135, -6.2465, 3.7140)
C (4.5089, -2.4822, -2.8568)
C (3.2636, -2.1351, -3.6855)
C (-0.3799, 2.3450, 5.0065)
C (-2.5710, -2.4792, 5.3913)
C (-3.9322, 5.9967, -1.3145)
H (4.2128, -3.1814, -2.0748)
H (-0.0682, 1.6955, -4.6188)
H (1.5246, 6.7252, -1.1142)
H (-0.6544, 1.9984, -2.0894)
H (0.0789, 1.1088, -6.2134)
H (-0.4036, -5.5457, 4.4413)
H (-2.5251, 2.5062, -5.1757)
H (-1.8787, -6.0631, 3.5733)
H (8.1950, -0.9148, -5.6486)
H (-1.5633, 0.4699, 0.0007)
H (-1.8759, -1.8864, 8.0521)
H (-0.9720, -8.3245, 3.1905)
H (3.0751, 5.1724, -2.2794)
H (-2.9494, -3.2419, 8.3321)
H (-3.8304, -0.3405, 1.9567)
H (-4.0855, 5.4708, -3.5072)
H (0.2676, 2.3547, -0.6865)
H (-2.4709, 5.9206, -2.8499)
H (-3.2677, 6.7755, -0.9403)
H (-4.9477, 6.3876, -1.2512)
H (-3.0900, 0.4237, 3.2163)
H (-2.9776, -2.5623, 2.3152)
H (2.3917, 3.6941, -1.4756)
H (-2.2934, 0.6930, -4.9027)
H (0.3830, -7.8112, 4.2725)
H (-1.0568, -7.6979, 5.0843)
H (0.3603, 2.5416, 5.7821)
H (-0.4246, 4.5152, 4.8356)
H (-0.2487, -4.6312, -1.2720)
H (-3.5549, -1.5786, 8.2916)
H (0.0217, -0.3041, -0.0390)
H (2.0357, 5.5883, 0.1298)
H (-1.9195, 3.5458, 4.4162)
H (2.4572, -1.6527, -3.1332)
H (2.9033, -2.9121, -4.3597)
H (-0.5576, -3.1174, -0.3882)
H (-1.5570, -2.0514, 3.1755)
H (4.9272, -1.6186, -2.3398)
H (-2.0522, -0.0871, 2.0243)
H (-1.2881, 1.9794, 5.4857)
H (9.3187, -2.3029, -5.5910)
H (8.5203, -1.9728, -6.9172)
H (3.5049, -1.3378, -4.3885)
H (1.1207, -3.6899, -0.8579)

Forces on atoms 1 to 3 (eV/Å):
Cl 0.6 0.6 0.2
Cl 0.3 0.2 -0.6
Cl -0.3 -0.2 0.1

As for the charge: +1. Its multiplicity is 2. For the orbital gap (spin up / spin down), the calculation gives 9.85 / 2.48 eV. Its expectation value of S² is 0.754.

No. 3
Density functional theory data (ωB97M-V with the def2-TZVPD basis set) for a structure of composition C24H44ClGeO6PmSe at a distorted geometry.

Element x y z (Å)
Pm (-0.4657, -0.6655, -1.0271)
Se (-0.3382, 0.4388, 2.1393)
Ge (1.7617, 1.9395, 4.3132)
Cl (0.5983, 2.0898, -6.5336)
O (-1.2237, -2.6049, 0.7218)
O (2.0010, 0.2133, -0.8691)
O (1.3564, -2.3468, -0.2614)
O (-2.3150, 1.1091, -1.4935)
O (-3.1064, -1.4071, -1.0978)
O (0.2428, 1.8593, -1.9130)
C (-0.8835, -1.0540, 3.2298)
C (2.6962, -1.8414, -0.0280)
C (0.2445, 0.7423, -5.4830)
C (2.4747, 1.5096, -1.2156)
C (1.5758, 0.7318, 2.6608)
C (0.5410, 1.4055, 5.6792)
C (0.9883, -3.1790, 0.8154)
C (3.6024, 1.8863, 4.9686)
C (-3.7208, 0.8060, -1.5791)
C (-0.7714, 2.7987, -2.1697)
C (1.0231, -0.9763, -3.9594)
C (-0.5844, -2.4338, -2.6915)
C (3.0451, -0.7533, -0.9473)
C (-2.0311, 2.5396, -1.3798)
C (-3.4008, -2.6626, -0.4666)
C (-0.3864, -3.6970, 0.5719)
C (1.1958, 3.7537, 3.7954)
C (1.3163, 2.4208, -1.1639)
C (-1.3155, -0.5029, -4.0689)
C (-0.2725, -1.3802, -3.6307)
C (-3.9546, -0.3590, -0.6742)
C (-1.0709, 0.5322, -4.9740)
C (-2.6801, -2.8657, 0.8463)
C (1.2755, 0.0384, -4.9018)
H (0.1875, -3.1313, -2.5479)
H (3.3490, -2.7438, -0.0503)
H (2.0382, -0.2509, 2.8374)
H (-1.9002, 1.1894, -5.2875)
H (-3.0109, -2.1041, 1.5513)
H (-1.9540, 2.7448, -0.2559)
H (0.9636, 2.4991, -0.1198)
H (-4.4351, -2.8591, -0.2727)
H (3.7476, 2.6563, 5.7250)
H (-0.4030, -4.1471, -0.4143)
H (2.2900, 0.1591, -5.3736)
H (0.9472, -2.6256, 1.7721)
H (1.5294, 3.4001, -1.6018)
H (-2.7976, 3.1676, -1.8247)
H (-0.1836, -1.8539, 3.1480)
H (1.0789, 1.5128, 6.6246)
H (-1.8221, -1.3557, 2.7326)
H (1.6396, -4.0773, 0.9509)
H (-5.0106, -0.6694, -0.6948)
H (-0.6510, -4.4899, 1.2899)
H (-0.4903, 1.7706, 5.6854)
H (0.2224, 3.7029, 3.3174)
H (-3.0792, -3.3585, -1.2461)
H (1.9407, 1.2376, 1.7846)
H (-1.5603, -2.8161, -2.9027)
H (3.8273, 0.9015, 5.3799)
H (3.2595, 1.8591, -0.5052)
H (-2.3299, -0.7007, -3.7594)
H (-3.7190, -0.0924, 0.3977)
H (-4.3235, 1.6557, -1.2743)
H (1.8634, -1.5744, -3.6708)
H (4.0107, -0.2866, -0.8115)
H (1.8642, 4.3392, 3.1422)
H (-3.8777, 0.5701, -2.6475)
H (-0.9954, -0.7072, 4.2399)
H (2.6719, -1.4923, 1.0122)
H (2.9445, 1.5509, -2.1742)
H (3.1241, -1.2264, -1.9631)
H (4.3225, 2.0385, 4.1029)
H (-2.8606, -3.8514, 1.2711)
H (-0.4165, 3.8025, -1.8574)
H (1.1200, 4.3709, 4.7755)
H (0.4438, 0.3585, 5.5890)
H (-0.9834, 2.8415, -3.2866)

Forces on atoms 1 to 3 (eV/Å):
Pm -0.1 0.3 -0.5
Se 0.7 0.4 -0.4
Ge 0.1 0.9 -1.0

As for the charge: +2. Its multiplicity is 5. For the orbital gap (spin up / spin down), the calculation gives 7.43 / 7.89 eV. Its expectation value of S² is 6.010. The relative energy (zero: lowest compared OMol25 entry of this formula, charge and spin) comes out at 0.0 kJ/mol.

no.,DFT total energy (Eh)
1,-5016.770412
2,-4830.161594
3,-6938.679803